Entry 1:
130
Properties=species:S:1:pos:R:3:forces:R:3 method="wB97M-V/def2-TZVPD" lumo_energy_ev="1.94 / 1.87" spin_multiplicity=2 e_tot_ha=-2538.52528 gap_ha="0.04947 / 0.33850" total_charge=-1
C 8.194506 -8.663525 -5.972009 0.0 -0.9 -0.1
O 7.526560 -9.019500 -4.754621 -0.4 0.9 -0.3
H 8.127206 -9.531304 -6.628155 0.3 -0.1 -0.3
H 7.715433 -7.865303 -6.538952 -0.4 0.2 0.7
H 9.239955 -8.396856 -5.817003 0.0 0.0 0.1
H 8.030112 -9.720323 -4.334051 0.3 0.1 0.1
C 10.897505 -7.589193 -3.100389 -0.5 0.4 0.3
O 10.452124 -8.871722 -3.434155 -0.5 -1.0 -0.2
H 11.087931 -7.010008 -4.003927 0.6 0.2 0.1
H 10.071439 -7.085640 -2.598241 -0.1 0.1 0.2
H 11.723957 -7.655225 -2.392771 0.3 0.4 -0.2
H 11.218528 -9.440021 -3.540262 0.1 -0.1 -0.1
C 5.146604 -9.583098 3.491602 0.1 0.2 -1.2
C 6.369430 -9.958520 2.612249 -1.0 -0.6 -0.1
C 6.500344 -9.191290 1.267035 0.4 0.9 0.1
O 7.777696 -9.524135 0.692442 -0.2 0.0 0.4
C 8.041904 -9.031375 -0.623388 -0.4 0.0 0.4
N 7.619023 -9.977251 3.378365 -0.1 0.3 -0.8
H 4.321167 -9.655557 2.783447 -0.4 0.8 0.0
H 5.241884 -8.603769 3.960590 -0.2 0.1 -0.2
H 4.813771 -10.289413 4.252147 0.9 -0.3 0.1
H 6.066361 -10.945447 2.262651 0.7 -0.6 0.2
H 6.439889 -8.107445 1.365623 0.4 0.5 0.6
H 5.637664 -9.318005 0.612952 0.0 -0.9 -0.3
H 7.553396 -8.067692 -0.767520 -0.5 -0.2 -0.3
H 7.742095 -9.818631 -1.315087 -0.2 0.4 -0.4
H 9.092622 -8.807914 -0.808166 0.2 -0.4 0.5
H 8.304921 -10.319091 2.720484 0.3 -0.9 -0.1
H 7.918953 -9.017735 3.281013 0.1 0.8 0.8
C 0.703299 -4.257261 -5.106369 0.1 -0.5 2.7
C 0.782630 -2.767923 -4.620347 -0.6 -1.8 0.7
C 1.864568 -2.243613 -3.694330 0.6 -1.2 -0.1
O 3.165325 -2.553826 -4.193014 -0.7 -0.3 -0.9
C 4.147066 -2.019389 -3.360821 0.1 0.7 0.2
N 0.790196 -1.981792 -5.764745 0.1 1.5 -2.4
H 1.546770 -4.721346 -5.617525 0.0 0.6 -0.3
H -0.260460 -4.478730 -5.564884 0.1 0.5 -0.7
H 0.562548 -4.839304 -4.195589 0.3 -0.4 0.3
H -0.200892 -2.613474 -4.176577 0.0 0.0 0.9
H 1.820092 -2.699385 -2.705194 -0.4 0.2 0.3
H 1.772369 -1.157727 -3.673114 -0.3 0.2 0.4
H 3.835505 -2.190878 -2.330473 0.6 -0.4 0.4
H 4.195862 -0.934362 -3.452660 0.0 0.4 -0.2
H 5.135592 -2.397485 -3.621520 -0.2 -0.4 0.2
H 1.746157 -1.690109 -5.910200 0.1 0.1 -0.7
H 0.547487 -2.664018 -6.468848 0.1 0.9 -1.0
C 4.304306 -5.598376 -3.868938 -1.3 1.1 -0.2
C 5.591716 -6.286249 -3.617860 0.3 -0.5 -0.3
C 6.688720 -5.478011 -2.953774 -0.4 -0.8 -0.6
O 7.050119 -4.329119 -3.698359 -0.2 0.5 1.3
C 7.933379 -4.352846 -4.808102 -0.4 -0.7 -0.1
N 5.302569 -7.454450 -2.730178 0.0 0.0 -1.4
H 3.515947 -6.284758 -4.177910 0.1 -0.4 0.1
H 4.298848 -4.883354 -4.691622 0.5 0.3 0.2
H 3.922413 -5.090717 -2.983194 0.0 0.2 0.2
H 5.998440 -6.477757 -4.610833 0.0 -1.0 -0.1
H 7.447976 -6.245246 -2.802188 0.9 0.4 -0.1
H 6.295291 -5.269833 -1.958789 0.3 1.0 0.1
H 7.729476 -3.424283 -5.341302 -0.1 -0.2 -0.3
H 7.733792 -5.249878 -5.394268 -0.1 0.1 -0.5
H 9.005925 -4.358862 -4.613920 0.1 0.0 0.7
H 4.436760 -7.829351 -3.090617 -1.0 0.3 0.3
H 5.779349 -8.280100 -3.063467 1.6 -0.1 0.3
C 7.670332 -5.258698 0.663992 -1.4 0.6 0.5
C 6.545107 -4.335309 1.329710 -0.8 -1.5 1.3
C 5.771918 -5.178207 2.500841 0.5 1.2 0.0
O 4.866176 -4.288179 3.217544 0.2 0.9 -0.8
C 4.023143 -4.719675 4.285026 0.6 -1.2 -0.9
N 7.069459 -3.105221 1.869329 0.8 0.5 0.5
H 7.231644 -5.816098 -0.163619 -0.1 -0.1 0.2
H 8.047249 -5.968191 1.400640 0.0 -0.1 0.1
H 8.537260 -4.750329 0.241989 -0.2 0.4 0.3
H 5.748460 -4.027190 0.652575 0.2 -0.2 -0.5
H 6.574698 -5.482333 3.172515 0.0 -0.3 0.3
H 5.261149 -6.059805 2.113549 -0.2 0.0 -0.2
H 4.568515 -4.864225 5.217649 0.2 -0.1 0.0
H 3.584836 -5.661560 3.955120 -0.2 -0.3 0.4
H 3.188285 -4.047709 4.483949 0.3 0.5 -0.4
H 7.827216 -3.231632 2.525030 0.3 -0.4 0.0
H 6.407176 -2.546580 2.388379 -0.6 -0.2 -0.2
C 1.257417 -8.041169 -4.745097 1.1 0.8 0.5
C 1.879832 -8.423383 -3.376724 -1.9 -0.6 -0.9
O 3.080803 -9.142915 -3.514016 0.4 0.7 0.5
O 1.045574 -9.073592 -5.679205 -0.3 -0.3 0.5
H 1.985109 -7.377486 -5.212088 0.1 0.0 -0.1
H 0.370100 -7.423082 -4.608268 -0.3 -0.1 0.2
H 1.206835 -9.003069 -2.744943 -0.4 -0.4 -0.2
H 1.868041 -7.484614 -2.822948 1.4 0.2 0.0
H 3.039378 -9.718523 -4.281192 -0.3 0.0 -0.2
H 0.207645 -9.454801 -5.406882 -0.1 -0.5 -0.3
C 7.894652 -2.400580 -1.410231 0.5 1.4 -0.3
C 8.638796 -1.669168 -2.611575 0.1 -1.2 2.0
O 8.217357 -0.285423 -2.666302 0.2 -1.2 -0.1
O 8.165746 -1.754731 -0.152419 1.1 1.2 -2.0
H 8.187701 -3.444696 -1.300531 -0.2 0.0 -0.7
H 6.839737 -2.231621 -1.626331 -0.3 -0.7 -0.1
H 8.530031 -2.222442 -3.544400 -0.8 0.5 0.0
H 9.717181 -1.734714 -2.467066 0.2 0.3 0.4
H 8.483611 0.035043 -1.801428 -0.1 0.4 0.2
H 7.787543 -2.253317 0.575571 -0.6 -0.5 0.6
C 7.059069 -0.046019 -5.773801 -0.8 0.1 -0.5
C 6.453260 1.269564 -5.172636 0.4 -1.8 0.6
O 5.218954 1.574026 -5.791258 0.1 0.2 -0.7
O 8.365750 -0.412063 -5.321042 -0.9 0.9 -1.2
H 6.966924 0.007226 -6.858589 0.9 0.4 -0.2
H 6.385151 -0.889459 -5.623657 -0.4 0.0 0.8
H 7.176579 2.083249 -5.225713 0.1 0.0 -0.1
H 6.183895 1.031729 -4.143566 0.6 0.2 0.4
H 4.985208 2.442753 -5.456192 -0.3 0.0 -0.1
H 8.314769 -0.315142 -4.367312 0.4 0.2 0.5
C 3.170294 -5.893367 -0.143054 1.6 -1.2 -2.8
C 2.188989 -6.124721 0.942089 2.2 -0.6 0.4
O 1.258827 -5.107545 0.947163 -1.3 0.6 0.0
O 4.058219 -7.046278 -0.335260 -1.6 1.1 2.3
H 3.733700 -4.971130 -0.001107 0.3 0.1 0.4
H 2.664528 -5.730897 -1.094840 -0.5 0.0 -0.1
H 2.829808 -6.006864 1.815909 -0.3 -0.8 0.8
H 1.819388 -7.143343 0.824132 -0.6 0.3 0.3
H 1.766727 -4.332260 1.197306 -0.3 0.3 0.0
H 4.510284 -7.043461 -1.182149 0.5 0.1 -0.9
C 10.881808 -2.769590 -7.211878 -1.3 0.7 1.8
C 11.575785 -2.075469 -6.009393 2.9 -1.4 -2.7
O 11.116145 -2.450221 -4.784212 -1.9 -0.1 1.4
O 9.594350 -2.146517 -7.401482 0.8 -0.4 -0.6
H 10.712188 -3.809007 -6.930897 0.1 -0.2 0.1
H 11.500430 -2.804188 -8.108656 -0.1 0.6 -0.1
H 11.787444 -1.020537 -6.183793 -0.8 0.5 0.2
H 12.573341 -2.499688 -6.123529 0.7 -0.1 0.0
H 11.798572 -2.463432 -4.109131 0.2 0.0 -0.1
H 9.530699 -1.580253 -6.628902 -0.8 0.4 0.1



Entry 2:
128
Properties=species:S:1:pos:R:3:forces:R:3 method="wB97M-V/def2-TZVPD" lumo_energy_ev=0.13 e_tot_ha=-2347.17825 gap_ha=0.32102
C -3.907699 22.778052 3.385417 -0.5 -1.4 0.3
C -4.961201 22.916873 2.254264 1.8 3.1 1.2
C -6.271689 22.318060 2.532297 -1.4 -1.6 0.1
O -7.290858 22.552582 1.527385 0.4 0.4 -0.2
C -7.034435 22.036516 0.216423 1.2 0.6 0.2
N -5.097553 24.424857 2.251408 -0.3 -0.4 -1.4
H -2.915949 23.132246 3.105933 -0.2 0.0 -0.3
H -3.832031 21.745910 3.729025 0.3 -0.2 -0.2
H -4.200704 23.306449 4.292887 -0.2 0.3 -0.2
H -4.510076 22.625061 1.305875 -0.1 -0.1 0.0
H -6.626486 22.718545 3.482296 -0.4 0.4 -0.2
H -6.268977 21.243749 2.722281 0.4 -0.4 -0.3
H -6.713363 20.994712 0.188137 -0.5 -0.4 0.3
H -6.188042 22.560918 -0.228946 0.1 0.3 -0.1
H -7.875301 22.243001 -0.445241 -0.2 -0.2 0.4
H -5.560295 24.755123 3.087074 0.2 -0.3 0.5
H -5.778497 24.675634 1.547391 0.0 0.1 -0.5
C -7.618430 15.259249 -1.844244 -0.2 0.6 -1.8
C -7.029706 16.567984 -2.458668 -0.2 0.0 2.6
C -7.707890 17.757123 -1.656671 0.6 0.5 -1.4
O -9.122351 17.923120 -1.901941 0.3 0.6 0.2
C -9.426977 18.357924 -3.236352 1.2 -1.4 -0.2
N -5.572246 16.493970 -2.227788 -0.1 0.5 -0.3
H -8.707902 15.275183 -1.878774 -0.1 0.2 0.4
H -7.237683 15.140867 -0.830108 -0.1 -0.1 -0.1
H -7.360845 14.431300 -2.504922 0.4 -0.2 0.4
H -7.213725 16.700079 -3.524624 0.0 -0.3 0.0
H -7.269449 18.725784 -1.902259 0.4 0.1 -0.6
H -7.448109 17.734396 -0.598004 -0.8 -0.7 0.3
H -8.805507 19.178851 -3.595730 0.0 0.5 0.5
H -10.484292 18.548849 -3.416820 0.1 -0.1 0.6
H -9.093597 17.522905 -3.853296 -0.5 0.0 -0.5
H -5.328371 16.160136 -1.305454 -0.5 -0.6 0.2
H -5.112853 17.392923 -2.171124 -0.3 0.2 -0.6
C -6.522566 15.125752 6.787618 0.3 -0.9 0.6
C -8.053314 15.313564 6.822323 0.5 -1.1 1.0
C -8.575638 15.718569 8.239904 1.2 -0.8 -1.2
O -8.107004 14.718438 9.164730 -0.7 0.5 -0.4
C -9.007441 13.613551 9.210327 0.1 1.0 0.6
N -8.457063 16.198023 5.764897 -0.1 0.4 0.4
H -6.189673 14.380078 7.510246 -0.2 -0.1 0.2
H -5.876909 15.983911 6.975822 -0.5 0.5 -0.1
H -6.219807 14.698192 5.831348 -0.1 0.2 -0.3
H -8.456657 14.331396 6.572513 -0.1 -0.3 0.3
H -9.659818 15.833811 8.225198 -0.2 -0.2 0.2
H -8.134363 16.687371 8.474738 0.1 -0.1 0.4
H -9.878031 13.943435 9.778576 -0.3 -0.2 0.1
H -8.510036 12.828168 9.778831 -0.1 -0.2 -0.4
H -9.361122 13.327132 8.219761 0.3 -0.4 0.0
H -7.688420 16.031800 5.129823 -0.2 0.5 -0.9
H -8.228601 17.085707 6.193382 -0.1 0.7 -0.6
C -9.667351 9.671806 3.557280 0.0 -1.4 -0.2
C -8.629144 10.217044 4.548955 -0.4 -1.5 -1.2
C -8.037000 11.533918 4.106903 0.5 1.6 -1.6
O -7.261009 11.293467 2.905777 0.5 0.1 -0.8
C -6.631992 12.396933 2.136553 -0.3 -1.1 2.2
N -9.273046 10.082196 5.823472 -0.1 0.8 0.8
H -9.414058 9.678678 2.497347 0.0 0.8 0.1
H -10.697992 9.961654 3.763453 0.1 0.8 -0.2
H -9.734353 8.600120 3.748578 0.1 -0.2 0.2
H -7.881113 9.423951 4.572113 0.7 0.5 -0.3
H -7.458410 12.108264 4.831678 0.4 -0.5 0.5
H -8.804288 12.256085 3.823468 -0.6 -0.1 0.1
H -5.834639 12.799367 2.762193 -0.1 0.5 0.1
H -7.348055 13.174989 1.872151 -0.1 -0.1 -0.1
H -6.098665 11.976100 1.284643 -0.6 -0.3 -0.1
H -8.723024 10.523799 6.547126 0.0 0.0 0.3
H -10.177471 10.532058 5.795264 -0.1 0.2 0.2
C -3.268956 19.209745 2.287728 -0.8 0.0 -0.1
C -3.627867 18.498971 1.028920 0.0 0.0 -2.3
C -3.733833 19.460507 -0.224273 -0.1 1.1 1.4
O -4.059662 18.795372 -1.397311 0.5 -1.2 -0.8
C -4.353196 19.620192 -2.491411 -1.0 1.0 -0.1
N -2.637071 17.467439 0.806093 0.0 -0.7 -0.6
H -2.225708 19.504271 2.173825 -0.1 0.7 0.4
H -3.355332 18.534540 3.138950 0.1 -0.1 -0.1
H -4.027191 19.984734 2.400566 0.6 0.5 0.4
H -4.619066 18.045096 1.055457 -0.1 -0.2 0.4
H -2.838442 20.069744 -0.357846 0.7 -0.2 0.0
H -4.487358 20.230495 -0.049626 -0.5 0.1 0.4
H -3.635885 20.415928 -2.694182 0.4 -0.1 0.2
H -5.315731 20.101696 -2.311238 -0.2 0.5 0.3
H -4.566970 19.117721 -3.434829 0.6 -0.8 0.3
H -2.807590 17.069284 -0.107386 -0.2 -0.5 -0.1
H -1.723319 17.876009 0.664595 0.3 0.3 0.4
C -10.607970 22.991464 3.272672 0.5 -0.5 -0.3
C -10.793433 21.961270 2.135350 0.9 0.6 0.6
C -10.897390 22.543253 0.737557 -1.9 0.2 1.0
O -11.280858 21.441079 -0.030670 0.8 -0.5 -1.4
C -11.038673 21.566070 -1.434871 0.0 -0.7 0.8
N -9.585884 21.086088 2.100396 -1.1 0.2 0.2
H -9.921801 23.791454 2.993302 -0.3 0.3 -0.3
H -10.046762 22.500664 4.068041 -0.4 -0.1 0.3
H -11.547031 23.378227 3.667609 0.1 0.1 -0.1
H -11.708794 21.394763 2.307007 0.1 -0.3 0.0
H -9.984909 23.035256 0.399826 0.1 0.0 0.0
H -11.763251 23.206921 0.745408 0.2 0.8 -0.2
H -10.025268 21.897712 -1.663581 0.0 0.6 0.2
H -11.809727 22.203737 -1.867183 0.2 -0.1 -0.4
H -11.025393 20.540101 -1.802960 -0.6 0.1 -0.3
H -9.729865 20.567473 1.244357 0.0 -0.6 -0.2
H -8.897108 21.773389 1.821502 0.8 -0.2 0.4
O -7.764100 18.932107 6.674005 0.4 -0.2 0.6
H -8.334458 19.327476 6.011174 -0.4 0.3 -0.5
H -6.962739 19.455705 6.645449 0.2 0.1 0.1
O -9.434308 20.122602 4.879451 -0.1 -0.1 0.6
H -9.487138 20.417428 3.967754 0.2 0.1 -1.0
H -10.331870 20.189936 5.207094 -0.2 -0.1 0.2
C -7.097456 16.430285 2.312409 -1.8 0.4 2.0
C -8.158460 17.590262 2.484785 1.4 -0.1 -1.3
O -7.609212 18.797671 1.948599 1.0 0.5 0.1
O -6.213906 16.355974 3.460593 -0.3 0.4 -1.0
H -6.530834 16.425497 1.381351 -0.2 0.2 -0.1
H -7.737669 15.558054 2.445911 0.3 -0.4 -0.6
H -8.376554 17.732664 3.543231 -0.2 -0.4 0.0
H -9.035973 17.471317 1.848930 -0.3 -1.1 0.5
H -8.276389 19.475045 2.087533 -0.1 0.3 0.2
H -5.857432 17.244992 3.534170 0.3 0.1 0.3
C -12.777074 18.260559 -0.042610 -2.3 -1.1 -0.5
C -11.387325 18.132982 0.543100 -1.1 -0.7 -0.7
O -10.749691 17.012148 -0.079249 -0.1 0.8 1.0
O -13.505124 17.069780 0.310662 0.4 -0.7 1.0
H -12.876243 18.268450 -1.128789 1.1 0.4 -0.3
H -13.410514 19.088850 0.277077 0.6 0.6 0.5
H -11.498985 17.899735 1.602239 0.0 0.2 0.1
H -10.940653 19.119632 0.418030 0.6 -0.2 -0.1
H -10.090348 17.363412 -0.685677 0.1 0.0 -0.4
H -14.361242 16.964115 -0.110044 0.2 0.5 -0.2